[1]
Entry from OMol25: a cluster of 2 separate species, CH8NS2 in total (wB97M-V/def2-TZVPD).

```
12
Properties=species:S:1:pos:R:3
S 0.921 -0.068 0.237
S -1.065 0.786 -0.352
N -1.228 -2.377 0.716
C 1.847 1.223 -0.648
H -0.981 1.752 0.567
H -0.339 -2.824 0.950
H 1.916 0.907 -1.701
H 2.831 1.248 -0.186
H -2.013 -2.467 1.358
H -1.080 -1.358 0.530
H 1.467 2.243 -0.652
H -1.457 -2.726 -0.218
```

**Net charge**: +1
**ΔE to the lowest compared entry with this formula, charge and spin**: 11.78 kcal/mol
**E_HOMO**: -13.23 eV
**Strongest force on any atom**: 2.7 eV/A
**E_tot**: -893.75563 Eh
**Orbital gap**: 9.2 eV

natural (NBO) population analysis, charges in e, atoms 1 to 6: S 0.048; S -0.152; N -0.889; C -0.734; H 0.165; H 0.461

[2]
Entry from OMol25: a cluster of 3 separate species, CH8O2 in total (wB97M-V/def2-TZVPD).

```
11
Properties=species:S:1:pos:R:3
O 0.262 -1.504 -1.251
O -0.122 1.331 -1.143
C -0.232 0.288 2.349
H -1.069 -0.383 2.179
H -0.591 1.103 2.969
H 0.548 1.860 -1.583
H 0.131 0.634 1.392
H 0.492 -0.280 2.921
H 0.963 -2.159 -1.314
H -0.550 -1.991 -1.065
H 0.211 0.419 -1.139
```

**ΔE to the lowest compared entry with this formula, charge and spin**: 0.00 kcal/mol
**SMILES**: C.O.O
**E_HOMO**: -10.87 eV
**Strongest force on any atom**: 0.7 eV/A
**E_tot**: -193.36539 Eh
**Orbital gap**: 11.4 eV

natural (NBO) population analysis, charges in e, atoms 1 to 6: O -0.956; O -0.964; C -0.852; H 0.204; H 0.210; H 0.463

[3]
Entry from OMol25: a cluster of 4 separate species, CH8O2S2 in total (wB97M-V/def2-TZVPD).

```
13
Properties=species:S:1:pos:R:3
S -0.385 -2.240 1.498
S -0.534 2.385 0.239
O -0.618 -1.189 -1.127
O 1.198 1.462 -1.986
C -0.261 0.824 0.953
H -1.102 0.272 1.374
H 0.389 0.059 0.268
H -0.277 -1.292 -0.243
H 1.677 2.250 -2.395
H -0.129 -3.291 2.164
H 0.584 1.829 -1.298
H -0.917 -2.114 -1.304
H 0.374 1.044 1.856
```

**ΔE to the lowest compared entry with this formula, charge and spin**: 152.91 kcal/mol
**E_HOMO**: -8.71 eV
**Strongest force on any atom**: 3.8 eV/A
**E_tot**: -989.50798 Eh
**Orbital gap**: 3.6 eV

natural (NBO) population analysis, charges in e, atoms 1 to 6: S -0.328; S 0.296; O -0.938; O -0.936; C -0.876; H 0.313

[4]
Entry from OMol25: a cluster of 4 separate species, CH8O4 in total (wB97M-V/def2-TZVPD).

```
13
Properties=species:S:1:pos:R:3
O -0.856 -1.322 -0.682
O 1.018 -0.912 1.598
O -2.639 0.806 0.058
O 2.227 0.662 -0.599
C 1.444 1.564 -0.745
H -0.899 -2.255 -0.920
H -0.122 -1.281 -0.047
H 1.686 -1.456 2.039
H 1.523 -0.302 1.041
H -2.005 0.097 -0.142
H 1.771 2.615 -0.818
H 0.356 1.399 -0.812
H -3.504 0.385 0.029
```

**ΔE to the lowest compared entry with this formula, charge and spin**: 2.71 kcal/mol
**SMILES**: C=O.O.O.O
**E_HOMO**: -10.71 eV
**Strongest force on any atom**: 0.3 eV/A
**E_tot**: -343.83273 Eh
**Orbital gap**: 11.2 eV

natural (NBO) population analysis, charges in e, atoms 1 to 6: O -0.978; O -0.965; O -0.970; O -0.536; C 0.298; H 0.480